DFT (ωB97M-V with the def2-TZVPD basis set) results for C34H43AsMnN2P2S as an isolated structure.

CARTESIAN COORDINATES (ANGSTROEM)
As -1.09452 1.72595 -0.73265
Mn 0.31161 0.23064 0.69877
S 1.84865 1.91526 0.62982
P 0.21358 0.53649 3.09421
P -1.38264 -1.37814 1.14159
N 3.40211 -0.96914 1.59982
N 4.02261 -3.86119 0.54682
C -2.15688 -0.82543 2.70844
C -1.63286 0.41573 -3.25601
C -0.27000 3.42729 -0.42084
C 1.02419 -2.66885 -2.86671
C 2.01005 -2.99504 -0.68735
C 4.45839 -4.67415 1.71845
C -1.44555 0.14236 -4.60167
C 1.66574 0.27861 4.14021
C 2.12166 -1.59289 -0.56707
C -0.23985 5.82538 -0.52456
C 4.73832 -4.28220 -0.69194
C -4.78116 2.60579 1.00324
C -3.45050 2.30456 0.77259
C -5.65941 2.70964 -0.06480
C 1.19022 -1.29654 -2.75877
C 0.13564 2.04850 -3.33519
C -0.90796 -3.09971 1.51283
C 2.52163 -3.90324 0.40708
C -0.85796 1.38726 -2.62426
C 1.64145 4.62945 0.38607
C 0.33879 1.75035 -4.67689
C 1.44464 -3.51234 -1.83841
C -2.78461 -1.59565 0.01284
C -5.20303 2.52915 -1.35717
C 2.80194 -1.12149 0.62625
C -3.86564 2.23104 -1.59596
C -0.89140 4.62216 -0.75751
C 1.02751 5.81746 0.04585
C -0.29247 2.23588 3.47328
C -1.10164 -0.55176 3.77203
C 1.73906 -0.74116 -1.60708
C 0.99694 3.41332 0.15823
C -0.45591 0.80868 -5.31176
C -2.98407 2.10469 -0.52617
H -3.25517 -0.62996 -0.18907
H 1.34279 -4.58237 -1.95059
H -6.69877 2.94564 0.11202
H 2.62547 4.63543 0.83513
H 1.10505 2.27323 -5.23115
H 4.49044 -5.32410 -0.88740
H 4.14862 -5.70288 1.54674
H 0.54193 2.89578 3.22944
H -1.14790 2.54939 2.86717
H -1.77224 -3.67825 1.84404
H -0.31095 0.59999 -6.36212
H -3.52141 2.12055 -2.61545
H -3.52596 -2.26849 0.44743
H -0.15183 -3.12143 2.29649
H 1.44319 0.55457 5.17187
H 4.27405 -2.88552 0.74960
H -1.88376 4.61619 -1.19473
H 2.47888 0.89911 3.76322
H 3.98490 -4.26852 2.60890
H -0.54381 2.33161 4.53105
H 1.53982 6.74937 0.23336
H 2.26111 -4.94391 0.20951
H 1.98517 -0.76183 4.09954
H -0.71655 6.75953 -0.78172
H -0.62007 -1.48527 4.07878
H -2.43344 -2.01623 -0.92990
H -5.13327 2.76853 2.01192
H -2.07241 -0.58537 -5.09763
H 5.80531 -4.17312 -0.51670
H 0.91058 -0.64209 -3.56931
H 4.42165 -3.64995 -1.51625
H -2.76240 2.24863 1.61268
H -2.40599 -0.11396 -2.70771
H -5.88454 2.63143 -2.18947
H -1.55196 -0.11796 4.66815
H -2.88046 -1.57603 3.04227
H -2.72297 0.08159 2.47467
H -0.50128 -3.56494 0.61465
H 0.59708 -3.09460 -3.76061
H 1.92293 0.32758 -1.53289
H 5.53937 -4.61061 1.79877
H 2.14138 -3.62659 1.39258
H 0.74073 2.80919 -2.85291

<S²>: 3.83
Charge: +2
Molecular weight (g/mol): 703.61
Orbital gap (alpha / beta) (eV): 6.45 / 6.64
2S+1: 4
HOMO energy (alpha / beta) (eV): -12.14 / -12.41

Here is what Löwdin gives for the atomic charges, in e: 1.31, -0.07, 0.63, 0.78, 0.78, 0.23, -0.19, -0.38, -0.14, -0.42, 0.00, -0.20, 0.03, -0.08, -0.25, -0.20, -0.06, 0.04, -0.06, -0.13, -0.06, -0.02, -0.09, -0.24, -0.08, -0.38, -0.11, -0.06, -0.01, -0.24, -0.06, -0.23, -0.09, -0.08, -0.06, -0.22, -0.38, -0.04, -0.64, -0.07, -0.39, 0.03, 0.13, 0.12, 0.11, 0.12, 0.12, 0.12, 0.05, 0.03, 0.06, 0.12, 0.10, 0.06, 0.04, 0.06, 0.14, 0.11, 0.04, 0.11, 0.06, 0.12, 0.15, 0.03, 0.11, 0.08, 0.05, 0.11, 0.11, 0.12, 0.09, 0.11, 0.07, 0.10, 0.12, 0.10, 0.10, 0.07, 0.03, 0.12, 0.08, 0.12, 0.13, 0.11